[1]
This record from the OMol25 dataset describes C6H11NO as an isolated structure at a distorted geometry. The level of theory is ωB97M-V/def2-TZVPD.

CARTESIAN COORDINATES (ANGSTROEM)
O: 1.15033 -1.55896 0.56937
N: 2.21312 0.73907 -0.08585
C: -0.48841 1.71289 -0.76609
C: -2.52833 -0.58261 0.54176
C: 3.33140 0.32421 0.27816
C: -1.33783 -0.97834 -0.30621
C: 0.75709 -0.37831 0.11917
C: -0.12927 0.32616 -0.46208
H: -1.58277 -1.03272 -1.36783
H: 2.11547 -1.53147 0.76534
H: 0.44806 2.26977 -0.80151
H: -1.13008 2.14445 0.00277
H: -1.00586 1.77633 -1.72392
H: -2.22922 -0.49440 1.58632
H: 3.51383 -0.71216 0.71597
H: -3.30934 -1.34345 0.47506
H: -1.05150 -2.00137 -0.05968
H: -2.96057 0.36377 0.21758
H: 4.22388 0.95715 0.30168

Cartesian forces (eV/Å) of the 2 atoms listed first:
O -0.3 -0.2 0.1
N -1.4 -1.3 0.8

Computed properties:
E_HOMO = -0.3111 hartree
Energy = -9933.31795 eV
Orbital gap = 9.278 eV
Energy relative to the best compared isomer or geometry (same formula, charge and spin) = 118.5 kcal/mol
Total charge = 0
Lowest unoccupied orbital energy = 0.81 eV
Molar mass = 113.2 g mol⁻¹


[2]
This record from the OMol25 dataset describes a 2-piece molecular cluster, C6H11NO overall at a distorted geometry. The level of theory is ωB97M-V/def2-TZVPD.

CARTESIAN COORDINATES (ANGSTROEM)
O: 1.66806 1.32242 2.18866
N: -1.39157 -1.00891 0.68165
C: -1.87078 0.68104 -1.11186
C: 1.40407 0.24517 -1.42914
C: 0.43669 -0.25176 -0.35716
C: 0.81788 -1.18918 0.68925
C: -0.98642 -0.14182 -0.29485
C: -0.30748 -1.57173 1.35195
H: 2.03394 1.00990 -1.10162
H: 0.96209 0.71556 -2.37069
H: -2.40468 -1.24415 0.85968
H: 0.95887 2.02923 2.19409
H: -0.43456 -2.23168 2.26008
H: 1.55352 0.83745 1.36250
H: 1.89338 -1.36332 0.92266
H: -2.81677 1.20031 -0.66869
H: 2.09341 -0.69845 -1.64183
H: -2.22185 0.08351 -1.97789
H: -1.38778 1.57642 -1.55682

Cartesian forces (eV/Å) of the 2 atoms listed first:
O -0.9 1.5 0.3
N -1.6 -0.3 1.1

Computed properties:
E_HOMO = -0.2926 hartree
Energy = -9937.06685 eV
Structure (SMILES) = Cc1cc[nH]c1C.O
Orbital gap = 8.770 eV
Energy relative to the best compared isomer or geometry (same formula, charge and spin) = 32.0 kcal/mol
Total charge = 0
Lowest unoccupied orbital energy = 0.81 eV
Molar mass = 113.2 g mol⁻¹


[3]
This record from the OMol25 dataset describes C6H11NO as an isolated structure at a distorted geometry. The level of theory is ωB97M-V/def2-TZVPD.

CARTESIAN COORDINATES (ANGSTROEM)
O: -1.97466 0.96484 0.23881
N: -0.03212 -1.65595 1.43371
C: -0.22628 -0.43251 1.18422
C: -1.71015 -1.22999 -0.83247
C: 1.82886 -0.27910 -0.82680
C: -1.23529 0.06514 -0.19286
C: 0.98684 1.94108 0.14381
C: 0.90674 0.53483 -0.32549
H: 1.35666 2.58678 -0.65498
H: 1.65432 2.01922 1.00388
H: 1.61443 -1.29998 -1.11008
H: 0.12229 -1.83101 2.42770
H: -2.27586 -0.97260 -1.72889
H: -0.35843 0.48233 -1.01799
H: -0.28610 0.37332 1.92581
H: -2.34708 -1.75418 -0.12105
H: 2.85550 0.06488 -0.89207
H: -0.00606 2.29772 0.43654
H: -0.87360 -1.87483 -1.09178

Cartesian forces (eV/Å) of the 2 atoms listed first:
O 0.4 0.0 -0.7
N -0.2 0.2 0.1

Computed properties:
E_HOMO = -0.2967 hartree
Energy = -9932.19967 eV
Orbital gap = 7.802 eV
Energy relative to the best compared isomer or geometry (same formula, charge and spin) = 144.2 kcal/mol
Total charge = 0
Lowest unoccupied orbital energy = -0.27 eV
Molar mass = 113.2 g mol⁻¹


[4]
This record from the OMol25 dataset describes one molecule with the formula C6H11NO. The level of theory is ωB97M-V/def2-TZVPD.

CARTESIAN COORDINATES (ANGSTROEM)
O: -3.74592 0.70048 -0.16689
N: 1.37466 0.21069 -0.81390
C: 1.26922 1.32481 1.30026
C: -0.39245 -0.41867 0.81379
C: 1.47608 -1.11148 -1.38809
C: 0.81492 0.40341 0.45046
C: -2.61787 0.71224 0.26132
C: -1.54920 -0.23792 -0.20366
H: 1.26938 -1.07168 -2.46515
H: 2.46597 -1.55352 -1.26902
H: -0.17480 -1.49254 0.79958
H: 0.77381 1.52885 2.23638
H: -1.11021 0.07501 -1.16268
H: -2.01338 -1.17006 -0.50191
H: -0.62145 -0.19579 1.85318
H: 2.23261 0.72478 -0.94745
H: 0.72861 -1.79269 -0.98391
H: 2.15260 1.93329 1.13848
H: -2.33258 1.43081 1.04924

Cartesian forces (eV/Å) of the 2 atoms listed first:
O 0.3 0.1 0.1
N -0.1 0.0 0.2

Computed properties:
E_HOMO = -0.3045 hartree
Energy = -9936.75204 eV
Structure (SMILES) = C=C(CCC=O)NC
Orbital gap = 9.168 eV
Energy relative to the best compared isomer or geometry (same formula, charge and spin) = 39.3 kcal/mol
Total charge = 0
Lowest unoccupied orbital energy = 0.88 eV
Molar mass = 113.2 g mol⁻¹


[5]
This record from the OMol25 dataset describes C6H11NO as an isolated structure at a distorted geometry. The level of theory is ωB97M-V/def2-TZVPD.

CARTESIAN COORDINATES (ANGSTROEM)
O: -1.66274 0.50318 0.96762
N: -2.12537 -1.80058 0.07952
C: 1.23333 0.95407 1.37273
C: 1.50970 -0.72449 -0.55753
C: 0.61125 0.01824 0.38318
C: -1.38500 -0.82704 0.48942
C: -1.08374 0.96006 -1.45339
C: -0.74608 0.33176 -0.13994
H: 0.96680 -1.54237 -1.03491
H: 2.38689 -1.11320 -0.04120
H: -2.12215 0.73994 -1.69618
H: 0.48587 1.37224 2.04306
H: 1.69121 1.78525 0.82119
H: -0.16602 -1.04116 1.14291
H: -2.08978 -2.61914 0.68362
H: 2.02256 0.46625 1.94505
H: 1.86295 -0.04935 -1.34456
H: -0.93195 2.04041 -1.41590
H: -0.45772 0.54594 -2.24467

Cartesian forces (eV/Å) of the 2 atoms listed first:
O 0.6 -0.5 0.9
N 1.6 -1.1 0.4

Computed properties:
E_HOMO = -0.2908 hartree
Energy = -9932.91372 eV
Orbital gap = 7.748 eV
Energy relative to the best compared isomer or geometry (same formula, charge and spin) = 127.8 kcal/mol
Total charge = 0
Lowest unoccupied orbital energy = -0.17 eV
Molar mass = 113.2 g mol⁻¹


[6]
This record from the OMol25 dataset describes one molecule with the formula C6H11NO at a distorted geometry. The level of theory is ωB97M-V/def2-TZVPD.

CARTESIAN COORDINATES (ANGSTROEM)
O: 2.10361 1.50588 1.30428
N: -0.10347 0.49331 1.09315
C: 0.15339 -0.22609 -0.10665
C: 1.13510 -1.36523 0.15090
C: -1.32438 -0.84616 -0.47845
C: 0.63593 0.67238 -1.24275
C: 0.98651 1.31598 1.70718
C: -2.44467 -0.15457 -0.56616
H: 0.77991 -1.99665 0.96296
H: -2.48789 0.89817 -0.32467
H: 2.10231 -0.95224 0.43023
H: -0.06051 1.49377 -1.39747
H: -1.04458 0.73392 1.36218
H: 1.60973 1.08554 -0.98875
H: 0.65044 1.70079 2.69677
H: 1.24934 -1.97085 -0.74536
H: -3.35408 -0.58749 -0.95646
H: 0.71613 0.09516 -2.16118
H: -1.30283 -1.89561 -0.73976

Cartesian forces (eV/Å) of the 2 atoms listed first:
O -0.5 -0.5 -0.2
N 3.6 2.8 2.3

Computed properties:
E_HOMO = -0.3534 hartree
Energy = -9937.05889 eV
Structure (SMILES) = C=CC(C)(C)NC=O
Orbital gap = 10.545 eV
Energy relative to the best compared isomer or geometry (same formula, charge and spin) = 32.2 kcal/mol
Total charge = 0
Lowest unoccupied orbital energy = 0.93 eV
Molar mass = 113.2 g mol⁻¹


[7]
This record from the OMol25 dataset describes one molecule with the formula C6H11NO at a distorted geometry. The level of theory is ωB97M-V/def2-TZVPD.

CARTESIAN COORDINATES (ANGSTROEM)
O: -0.37810 0.65171 -1.80554
N: 0.08823 -2.00349 -0.39237
C: -0.66707 -0.02621 0.87091
C: 0.71649 0.28546 -1.11653
C: 0.43466 -0.67201 0.08678
C: -0.23577 1.10067 1.75691
C: 1.95145 0.66704 -1.42865
C: -1.95218 -0.20652 0.51720
H: 0.48242 1.74921 1.25650
H: -2.73842 0.26370 1.08780
H: -0.57642 -1.94986 -1.15626
H: 2.13624 1.26995 -2.30096
H: -2.26730 -1.11321 0.02406
H: 2.79894 0.33039 -0.86030
H: 0.24757 0.69749 2.64885
H: -1.08360 1.70464 2.07242
H: 1.33835 -0.74608 0.69502
H: 0.91684 -2.45714 -0.76071
H: -1.21234 0.45427 -1.19513

Cartesian forces (eV/Å) of the 2 atoms listed first:
O -1.9 -0.5 1.0
N 0.0 -0.3 0.1

Computed properties:
E_HOMO = -0.3210 hartree
Energy = -9936.56587 eV
Structure (SMILES) = C=C(C)[C@@H](N)C(=C)O
Orbital gap = 9.582 eV
Energy relative to the best compared isomer or geometry (same formula, charge and spin) = 43.6 kcal/mol
Total charge = 0
Lowest unoccupied orbital energy = 0.85 eV
Molar mass = 113.2 g mol⁻¹


[8]
This record from the OMol25 dataset describes C6H11NO as an isolated structure at a distorted geometry. The level of theory is ωB97M-V/def2-TZVPD.

CARTESIAN COORDINATES (ANGSTROEM)
O: -0.85902 -1.46956 -0.59313
N: -0.12281 1.48417 -1.57697
C: 0.35442 1.24562 -0.07455
C: 2.10055 -0.69659 -0.62428
C: -0.95091 -0.49329 1.69890
C: -0.82937 0.61537 0.60817
C: -1.58495 -0.62919 0.32612
C: 1.70678 0.52820 0.11800
H: 0.62419 2.24988 0.34714
H: -2.75543 -0.38160 -0.04456
H: -1.42011 -0.20326 2.66498
H: 2.82978 -1.56169 -0.40905
H: -0.79007 0.59560 -1.65073
H: 0.71611 1.13887 -2.31766
H: -1.39021 1.52562 0.86343
H: 1.26965 -1.18987 -1.52232
H: 2.42765 0.81200 1.08856
H: 0.08335 -0.91796 1.78877
H: -1.40958 -2.65233 -0.69083

Cartesian forces (eV/Å) of the 2 atoms listed first:
O -3.3 -4.8 0.0
N 1.5 -4.2 -0.5

Computed properties:
E_HOMO = -0.3248 hartree
Energy = -9930.61912 eV
Orbital gap = 8.929 eV
Energy relative to the best compared isomer or geometry (same formula, charge and spin) = 180.7 kcal/mol
Total charge = 0
Lowest unoccupied orbital energy = 0.09 eV
Molar mass = 113.2 g mol⁻¹


Number 2 is which compound? C6H11NO